Entry 1:
ORCA calculation (ωB97M-V/def2-TZVPD) on 8 unconnected molecules or ions with the total composition C24H66N2O15.

Calculated values
* lowest unoccupied orbital energy: -0.12 eV
* HOMO-LUMO gap: 8.86 eV
* F_max: 10.18 eV Å⁻¹
* energy above the lowest of the compared OMol25 structures with the same formula, charge and spin: 151.8 kcal per mole

The geometry in XYZ format:
```
107
Properties=species:S:1:pos:R:3:mulliken_charge:R:1
C 2.09 0.71 -6.31 -0.586
O 2.12 1.47 -5.11 -0.427
C 1.62 0.84 -3.98 -0.656
C 1.90 1.71 -2.82 0.758
N 1.10 2.88 -2.80 -0.544
C 1.51 3.75 -1.70 0.271
C 0.72 5.04 -1.68 -0.668
O 1.09 6.03 -1.01 -0.417
C 0.41 6.01 0.18 -0.549
H 2.44 -0.29 -6.00 0.176
H 2.77 1.09 -7.07 0.306
H 1.07 0.52 -6.75 0.227
H 2.18 -0.11 -3.81 0.310
H 0.57 0.64 -4.18 0.188
H 3.00 1.99 -2.72 0.562
H 1.76 1.15 -1.96 -0.671
H 1.35 3.44 -3.68 0.431
H 2.59 4.08 -1.72 0.617
H 1.46 3.19 -0.74 -0.734
H -0.27 4.67 -1.32 0.348
H 0.61 5.34 -2.74 0.261
H -0.65 6.20 0.03 0.357
H 0.77 6.88 0.72 0.348
H 0.54 5.02 0.68 0.113
C 4.13 0.71 1.32 -0.958
O 2.99 0.26 0.69 -0.189
C 1.79 0.79 1.39 0.083
C 1.61 0.17 2.82 -0.818
N 0.55 0.70 3.63 -0.129
C 0.53 0.17 4.95 -0.543
C -0.35 1.03 5.85 -0.428
O -0.67 0.57 6.94 -0.375
C -1.69 1.28 7.58 -0.723
H 4.45 0.07 2.21 0.265
H 3.91 1.71 1.69 0.409
H 5.05 0.79 0.68 0.252
H 0.88 0.77 0.79 -0.717
H 1.84 1.90 1.47 0.750
H 2.59 0.02 3.34 0.601
H 1.32 -0.92 2.73 0.252
H 0.93 1.60 3.91 0.437
H 1.52 0.25 5.46 0.419
H 0.07 -0.86 4.93 0.140
H -1.29 1.07 5.17 0.266
H 0.00 2.07 6.17 0.313
H -2.19 2.07 7.02 0.346
H -1.14 1.73 8.46 0.273
H -2.49 0.56 7.88 0.261
O -1.19 -7.33 -0.93 -0.594
C -1.08 -6.03 -1.24 -0.598
C -1.46 -5.22 -0.07 -0.465
O -1.35 -3.83 -0.36 -0.344
H -0.41 -7.70 -0.57 0.342
H -0.14 -5.87 -1.66 0.298
H -1.72 -5.66 -1.98 0.367
H -0.84 -5.35 0.79 0.360
H -2.39 -5.55 0.34 0.419
H -0.61 -3.62 -0.90 0.089
O -1.01 2.01 -1.34 -0.625
C -1.16 0.71 -1.78 0.318
C -2.15 0.01 -1.00 -0.282
O -2.69 -1.09 -1.65 -0.619
H -0.10 2.25 -1.54 0.305
H -1.59 0.87 -2.78 0.391
H -0.31 0.08 -1.93 -0.309
H -3.11 0.54 -0.84 0.486
H -1.69 -0.34 -0.08 0.213
H -1.96 -1.68 -1.86 -0.010
O -0.77 2.60 1.24 0.059
C -1.89 3.13 1.94 -0.854
C -1.54 4.01 3.07 -0.278
O -0.92 3.24 4.01 -0.551
H -1.06 2.23 0.34 0.104
H -2.48 3.65 1.20 0.452
H -2.39 2.28 2.34 0.313
H -2.36 4.47 3.55 0.386
H -0.69 4.73 2.93 0.184
H -0.76 2.35 3.64 0.158
O 0.38 -1.95 -4.44 -0.314
C -0.93 -2.20 -4.85 -0.268
C -1.03 -3.62 -5.05 -0.622
O -0.68 -4.37 -3.89 -0.354
H 0.94 -2.38 -5.09 0.260
H -1.56 -1.97 -4.03 0.109
H -1.18 -1.62 -5.73 0.325
H -0.31 -3.92 -5.83 0.405
H -2.06 -4.01 -5.35 0.286
H 0.11 -4.89 -4.06 0.282
O -2.68 -3.45 1.88 -0.592
C -2.97 -2.16 2.22 -0.704
C -1.64 -1.57 2.23 2.035
O -1.87 -0.20 2.45 -0.442
H -2.36 -3.41 0.95 0.460
H -3.56 -1.59 1.49 0.222
H -3.47 -2.03 3.11 0.498
H -1.09 -1.72 1.32 -1.571
H -0.95 -2.03 2.96 0.361
H -1.06 0.18 2.80 -0.073
C 1.53 -2.44 0.27 -0.521
C 1.63 -2.39 -1.19 0.288
O 0.41 -2.40 -1.73 -0.357
H 0.87 -1.77 0.64 -0.859
H 2.48 -2.26 0.70 0.585
H 1.08 -3.39 0.57 0.350
H 2.13 -3.25 -1.66 0.337
H 2.12 -1.39 -1.41 -0.077
H 0.46 -2.42 -2.71 0.028
```

Entry 2:
ORCA calculation (ωB97M-V/def2-TZVPD) on 7 unconnected molecules or ions with the total composition C24H66N4O11.

Calculated values
* lowest unoccupied orbital energy: 0.35 eV
* HOMO-LUMO gap: 8.79 eV
* F_max: 2.73 eV Å⁻¹
* energy above the lowest of the compared OMol25 structures with the same formula, charge and spin: 105.2 kcal per mole

The geometry in XYZ format:
```
105
Properties=species:S:1:pos:R:3:mulliken_charge:R:1
C 7.49 -3.74 14.45 -0.724
O 6.68 -4.30 13.40 -0.332
C 6.66 -5.71 13.41 -0.544
C 7.94 -6.28 12.78 -0.748
N 8.18 -5.92 11.40 -0.310
C 9.55 -6.25 11.05 -0.731
C 10.67 -5.57 11.83 -0.576
O 11.20 -6.43 12.86 -0.312
C 12.64 -6.50 12.77 -0.809
H 6.94 -3.74 15.39 0.284
H 7.78 -2.72 14.21 0.245
H 8.41 -4.31 14.59 0.334
H 5.91 -6.09 12.72 0.368
H 6.56 -6.16 14.40 0.348
H 8.04 -7.37 12.78 0.425
H 8.74 -6.07 13.49 0.360
H 7.60 -6.43 10.76 0.250
H 9.61 -5.92 10.01 0.381
H 9.63 -7.34 11.07 0.376
H 10.39 -4.56 12.12 0.345
H 11.41 -5.25 11.09 0.486
H 13.05 -6.98 13.65 0.222
H 13.14 -5.55 12.59 0.319
H 12.77 -7.15 11.90 0.336
C -6.08 -4.81 27.62 -0.713
O -4.96 -4.60 26.73 -0.303
C -4.66 -3.27 26.51 -0.455
C -3.45 -3.18 25.50 -0.694
N -3.15 -1.75 25.34 -0.212
C -1.88 -1.61 24.67 -0.512
C -1.67 -0.12 24.38 -0.738
O -0.41 0.05 23.67 -0.079
C -0.05 1.38 23.38 -0.870
H -5.72 -4.56 28.62 0.298
H -6.32 -5.86 27.55 0.241
H -6.94 -4.16 27.42 0.297
H -4.34 -2.80 27.45 0.335
H -5.49 -2.78 26.01 0.317
H -3.63 -3.77 24.60 0.358
H -2.66 -3.63 26.11 0.285
H -3.81 -1.21 24.80 0.248
H -1.95 -2.01 23.65 0.232
H -1.10 -2.18 25.19 0.306
H -1.69 0.45 25.31 0.410
H -2.51 0.24 23.77 0.398
H 0.65 1.75 24.14 0.255
H -0.86 2.11 23.34 0.364
H 0.64 1.44 22.54 0.265
C 3.87 -2.91 14.67 -0.722
O 4.10 -3.13 16.07 -0.424
C 3.07 -4.02 16.62 -0.605
C 1.90 -3.26 17.16 -0.302
N 1.80 -3.41 18.64 -0.018
C 0.60 -2.89 19.29 -1.094
C 0.83 -1.45 19.78 -0.526
O 2.01 -1.20 20.57 -0.256
C 2.11 -2.17 21.64 -0.526
H 2.82 -2.74 14.42 0.391
H 4.17 -3.79 14.10 0.217
H 4.52 -2.09 14.35 0.265
H 3.51 -4.60 17.42 0.433
H 2.68 -4.69 15.84 0.335
H 1.04 -3.69 16.64 0.093
H 2.03 -2.22 16.85 0.308
H 2.56 -2.84 18.97 0.258
H 0.33 -3.50 20.16 0.419
H -0.32 -2.85 18.70 0.419
H -0.06 -1.20 20.37 0.267
H 0.83 -0.81 18.90 0.416
H 3.08 -2.09 22.13 0.200
H 2.06 -3.22 21.33 0.323
H 1.40 -1.90 22.42 0.088
C 7.35 1.62 27.77 -0.791
O 6.01 1.16 27.77 -0.256
C 5.14 2.09 28.47 -0.647
C 3.69 1.54 28.35 -0.438
N 3.62 0.12 28.74 -0.341
C 2.28 -0.44 28.60 -1.054
C 1.89 -0.76 27.18 -0.068
O 3.09 -1.24 26.57 -0.433
C 3.06 -1.39 25.20 -0.709
H 7.46 2.67 27.49 0.305
H 7.97 1.01 27.12 0.232
H 7.75 1.56 28.78 0.306
H 5.05 3.01 27.89 0.376
H 5.42 2.16 29.52 0.350
H 3.35 1.82 27.35 0.211
H 3.10 2.26 28.92 0.376
H 4.32 -0.42 28.26 0.318
H 1.59 0.24 29.09 0.393
H 2.30 -1.36 29.20 0.378
H 1.50 0.11 26.64 0.185
H 1.13 -1.54 27.09 0.356
H 3.98 -1.78 24.77 0.360
H 2.86 -0.40 24.78 0.306
H 2.18 -1.98 24.95 0.286
O -0.47 -5.68 15.31 -0.606
H -1.10 -6.27 14.88 0.294
H -0.95 -4.87 15.46 0.301
O 0.89 -6.93 18.25 -0.666
H 0.34 -6.85 17.46 0.328
H 1.56 -6.25 18.15 0.312
O 3.38 1.35 21.20 -0.640
H 2.98 0.54 20.86 0.406
H 4.03 1.05 21.84 0.283
```

Q: F_max of number 1 (C24H66N2O15)?
A: 10.18 eV Å⁻¹

Q: What is the formula in the first record?
A: C24H66N2O15

Q: The highest energy above the lowest of the compared OMol25 structures with the same formula, charge and spin belongs to which entry?
A: C24H66N2O15

Q: HOMO-LUMO gap of number 1 (C24H66N2O15)?
A: 8.86 eV